# 1
The following is a DFT calculation (wB97M-V/def2-TZVPD) of a structure of composition C39H51BrFIMnN3O3.

```
100
Properties=species:S:1:pos:R:3
Mn -1.137 0.549 0.944
C -3.034 1.814 0.645
C -2.914 1.573 2.089
C -2.986 0.149 2.285
C -3.115 -0.412 0.996
C -3.191 0.624 -0.024
C -3.387 0.439 -1.517
C -2.231 1.093 -2.280
C -3.453 -1.049 -1.861
C -4.705 1.114 -1.915
C -2.715 -0.760 3.498
C -3.074 -2.212 3.150
C -1.213 -0.732 3.823
C -3.520 -0.398 4.746
C -2.932 2.745 3.058
C -2.749 4.072 2.308
C -1.829 2.663 4.115
C -4.335 2.795 3.696
H -3.045 2.791 0.190
H -3.245 -1.461 0.794
H -1.267 0.654 -2.006
H -2.184 2.166 -2.092
H -2.363 0.948 -3.353
H -2.539 -1.566 -1.558
H -3.570 -1.175 -2.938
H -4.297 -1.541 -1.377
H -4.689 2.182 -1.696
H -5.550 0.673 -1.386
H -4.877 0.995 -2.985
H -2.426 -2.628 2.375
H -4.111 -2.314 2.828
H -2.942 -2.828 4.039
H -0.606 -1.002 2.943
H -0.976 -1.475 4.586
H -0.874 0.238 4.182
H -4.592 -0.497 4.570
H -3.324 0.604 5.110
H -3.254 -1.089 5.547
H -1.808 4.118 1.758
H -2.728 4.884 3.034
H -3.577 4.270 1.627
H -0.839 2.616 3.652
H -1.939 1.821 4.792
H -1.856 3.572 4.714
H -5.099 2.927 2.929
H -4.379 3.660 4.359
H -4.589 1.912 4.272
C 5.894 -1.957 -0.816
C 5.086 -1.022 -1.692
N 3.655 -0.998 -1.317
C 3.220 -0.023 -0.523
C 1.927 0.104 -0.054
C 1.691 1.317 0.820
O 2.636 2.006 1.115
O 0.451 1.567 1.156
C 0.993 -0.875 -0.417
O -0.225 -0.912 -0.026
C 1.449 -1.941 -1.291
C 0.556 -2.940 -1.712
C 0.987 -3.931 -2.535
F 0.100 -4.837 -2.988
C 2.331 -4.029 -2.963
C 3.207 -3.048 -2.552
C 2.775 -1.992 -1.732
N 2.802 -5.082 -3.781
C 2.154 -6.382 -3.779
C 3.157 -7.445 -4.182
N 3.708 -7.107 -5.548
C 4.346 -5.740 -5.548
C 3.311 -4.730 -5.096
H 6.945 -1.896 -1.095
H 5.575 -2.995 -0.913
H 5.809 -1.678 0.233
H 5.146 -1.278 -2.749
H 5.435 0.004 -1.602
H 3.943 0.725 -0.222
H -0.478 -2.904 -1.400
H 4.245 -3.138 -2.831
H 1.286 -6.419 -4.452
H 1.799 -6.629 -2.781
H 2.708 -8.434 -4.249
H 4.014 -7.470 -3.512
H 2.942 -7.118 -6.228
H 4.376 -7.817 -5.854
H 4.716 -5.545 -6.553
H 5.178 -5.802 -4.849
H 2.494 -4.685 -5.835
H 3.773 -3.745 -5.078
Br -0.533 6.526 4.429
C 0.475 7.568 3.215
C 0.592 8.923 3.499
C 1.316 9.747 2.654
C 1.923 9.217 1.526
C 1.806 7.866 1.248
C 1.083 7.028 2.091
I 0.993 5.005 1.601
H 0.115 9.322 4.382
H 1.403 10.799 2.884
H 2.491 9.853 0.861
H 2.280 7.448 0.372
```

Output
- LUMO level (alpha / beta): -5.798 / -5.312 eV
- Charge: +2
- Multiplicity: 5

These are the Löwdin partial charges, in e, on atoms 1 to 6: 1.020, -0.017, -0.094, -0.137, -0.032, -0.219


# 2
The following is a DFT calculation (wB97M-V/def2-TZVPD) of the molecule C15H30N2O6.

```
53
Properties=species:S:1:pos:R:3
C 2.528 1.803 -1.822
H 2.169 0.979 -1.200
O 2.303 1.588 -3.196
C 0.947 1.537 -3.585
C 0.394 0.107 -3.700
N 0.349 -0.574 -2.417
C -0.698 -0.294 -1.613
O -1.564 0.498 -1.951
C -0.731 -0.948 -0.239
C 0.154 -0.107 0.670
O 1.322 -0.414 0.856
N -0.370 1.018 1.204
C -1.741 1.456 1.046
H -1.752 2.548 1.097
H -2.112 1.165 0.062
C -2.676 0.922 2.134
O -2.883 -0.463 1.947
C -3.614 -1.051 2.990
H -4.619 -0.617 3.065
H -3.102 -0.922 3.952
H -3.693 -2.111 2.758
H -3.639 1.454 2.071
H -2.240 1.102 3.126
C 0.511 1.798 2.054
H 0.192 2.841 2.027
C 0.575 1.294 3.507
O -0.498 1.705 4.324
C -0.401 3.024 4.800
H -1.239 3.168 5.479
H -0.464 3.763 3.994
H 0.539 3.177 5.344
H 0.547 0.202 3.500
H 1.525 1.618 3.954
H 1.518 1.718 1.633
H -0.329 -1.957 -0.260
H -1.754 -0.968 0.126
C 1.408 -1.520 -2.138
H 2.316 -1.181 -2.641
H 1.626 -1.565 -1.070
C 1.060 -2.921 -2.657
O 2.169 -3.756 -2.438
C 1.958 -5.076 -2.865
H 1.754 -5.120 -3.942
H 2.873 -5.623 -2.647
H 1.119 -5.539 -2.330
H 0.172 -3.316 -2.136
H 0.820 -2.878 -3.732
H -0.623 0.173 -4.095
H 1.018 -0.470 -4.382
H 0.893 2.001 -4.575
H 0.320 2.109 -2.892
H 3.607 1.891 -1.707
H 2.052 2.733 -1.489
```

Output
- LUMO level: 0.822 eV
- Charge: 0
- SMILES: COCCN(CCOC)C(=O)CC(=O)N(CCOC)CCOC
- ΔE to the lowest compared entry with this formula, charge and spin: 1.7 kcal/mol

These are the Löwdin partial charges, in e, on atoms 1 to 6: -0.099, 0.065, -0.182, -0.193, -0.113, -0.040


| no. | maximum force (Eh/bohr) |
| --- | --- |
| 1 | 0.0097 |
| 2 | 0.0148 |